Formula: C27H64Cl10O13
Source: the Open Molecules 2025 dataset
Level of theory: wB97M-V/def2-TZVPD

The highest occupied orbital energy is -0.3472 Eh. The total energy comes out at -180875.4259 eV. The calculation puts the HOMO-LUMO gap at 0.356 Eh.

```
114
Properties=species:S:1:pos:R:3:forces:R:3
C 0.427 -0.292 4.763 0.52 0.17 -0.40
C -0.970 -0.229 4.147 -0.52 0.30 0.43
C -1.826 -0.832 5.252 0.09 0.22 0.49
O -1.026 -1.854 5.832 -0.29 -0.15 -0.03
C 0.346 -1.473 5.743 0.03 -0.11 0.03
H 0.727 0.641 5.248 -0.40 -0.06 0.27
H 1.203 -0.422 4.009 -0.08 -0.29 -0.17
H -1.021 -0.811 3.226 -0.05 0.04 -0.02
H -1.353 0.782 3.991 0.36 0.04 -0.40
H -2.803 -1.204 4.945 0.21 -0.43 -0.17
H -2.051 -0.082 6.027 0.17 0.15 -0.11
H 0.868 -2.377 5.417 0.21 0.24 -0.09
H 0.753 -1.183 6.719 -0.22 -0.11 0.02
C 2.585 4.690 1.513 0.52 -0.28 -0.10
C 2.129 4.954 2.935 -0.19 1.15 0.59
C 2.228 3.609 3.622 -0.41 0.25 -0.77
O 1.848 2.709 2.575 -0.16 -0.87 -0.05
C 2.255 3.204 1.294 0.46 0.56 0.45
H 3.666 4.836 1.466 -0.05 0.05 -0.27
H 2.095 5.315 0.769 0.07 0.15 0.06
H 1.115 5.358 2.924 -0.13 -0.38 0.15
H 2.720 5.711 3.460 0.14 -0.07 -0.21
H 1.522 3.493 4.444 -0.03 -0.10 -0.03
H 3.241 3.420 3.994 0.01 -0.12 -0.16
H 1.473 3.063 0.546 -0.18 0.06 0.31
H 3.141 2.667 0.939 -0.01 -0.07 0.01
C -0.415 3.987 -3.452 -0.05 0.32 -0.63
C -0.823 4.896 -2.285 -0.24 -0.72 -0.07
C 0.465 5.704 -2.101 -0.26 -0.59 -0.80
O 0.900 5.947 -3.451 0.38 0.09 0.10
C 0.497 4.886 -4.301 -0.78 -0.35 -0.11
H -1.242 3.601 -4.050 -0.11 0.07 0.18
H 0.135 3.116 -3.084 -0.04 0.14 0.13
H -1.182 4.206 -1.519 0.50 0.45 0.59
H -1.672 5.560 -2.457 0.11 -0.02 -0.52
H 1.231 5.089 -1.610 -0.06 0.35 0.37
H 0.319 6.695 -1.683 0.16 -0.16 0.46
H 1.319 4.304 -4.734 0.23 0.35 0.23
H -0.079 5.320 -5.128 0.17 0.00 0.03
C -2.671 -5.095 0.229 -0.07 -0.38 0.36
C -1.832 -3.857 0.386 0.24 0.74 0.36
O -2.334 -2.750 -0.356 0.08 -0.42 -0.37
O -2.588 -5.558 -1.124 -0.39 0.04 0.40
H -3.722 -4.888 0.466 0.21 0.08 0.08
H -2.274 -5.839 0.933 -0.17 -0.04 -0.23
H -0.761 -4.019 0.197 -0.34 -0.30 -0.53
H -1.807 -3.563 1.445 -0.51 -0.02 -0.09
H -2.515 -3.044 -1.277 0.08 0.24 0.28
H -2.976 -6.424 -1.252 -0.14 -0.09 0.20
C -1.397 -2.876 -3.686 -0.55 1.54 -1.21
C -0.800 -4.249 -3.772 -0.88 0.57 0.40
O -0.697 -4.689 -2.432 1.25 -0.15 -0.41
O -2.735 -2.930 -3.211 0.12 -0.34 0.55
H -1.438 -2.349 -4.652 0.30 -0.35 -0.14
H -0.779 -2.228 -3.049 0.07 -0.27 0.17
H 0.154 -4.171 -4.287 0.31 -0.27 0.31
H -1.450 -4.931 -4.326 0.01 0.08 -0.19
H -1.595 -4.890 -2.100 0.27 -0.29 0.04
H -3.109 -2.028 -3.177 -0.07 -0.14 -0.04
C 2.232 -3.755 -1.284 -0.32 0.38 0.56
C 3.453 -2.904 -0.992 0.15 -0.92 0.01
O 3.870 -2.129 -2.100 -0.15 0.52 0.02
O 1.046 -2.976 -1.127 0.19 -0.05 -0.40
H 2.172 -4.584 -0.571 0.27 -0.16 -0.15
H 2.315 -4.156 -2.301 -0.11 -0.10 0.04
H 4.251 -3.597 -0.700 0.09 0.07 0.03
H 3.278 -2.251 -0.138 -0.06 0.20 -0.10
H 3.845 -2.685 -2.884 0.05 -0.01 0.00
H 0.301 -3.484 -1.511 0.02 -0.07 0.00
C -3.101 1.612 -2.472 0.71 -1.20 -0.56
C -3.985 0.485 -1.967 -0.89 1.43 -0.09
O -4.162 -0.560 -2.931 0.44 -0.08 0.19
O -3.755 2.449 -3.402 -0.44 0.30 -0.07
H -2.214 1.116 -2.900 -0.58 0.57 -0.29
H -2.693 2.189 -1.648 -0.43 0.31 -0.02
H -4.980 0.913 -1.794 0.08 -0.04 0.32
H -3.615 0.143 -1.004 0.10 -0.68 -0.17
H -4.680 -0.178 -3.647 -0.01 -0.12 0.00
H -3.586 2.153 -4.299 0.14 -0.05 0.05
C 1.154 0.364 -0.276 1.67 0.44 -0.45
C 0.671 0.511 -1.707 -0.69 0.50 0.58
O -0.734 0.743 -1.740 0.11 -0.62 0.33
O 0.713 -0.752 0.441 -0.43 0.16 0.19
H 0.979 1.317 0.229 -0.92 -0.54 0.38
H 2.263 0.414 -0.285 0.02 -0.40 -0.29
H 0.925 -0.320 -2.364 0.28 -0.11 0.03
H 1.062 1.456 -2.084 0.03 -0.65 0.00
H -1.200 -0.062 -1.471 0.19 -0.04 0.19
H 0.937 -1.560 -0.059 -0.16 0.14 -0.08
C 4.142 0.604 2.919 -0.47 -0.08 0.24
Cl 5.445 1.785 3.178 -0.36 -0.17 -0.06
Cl 4.768 -1.025 2.683 0.09 -0.17 -0.23
H 3.473 0.538 3.771 0.33 0.32 0.28
H 3.511 0.900 2.090 0.36 0.01 -0.29
C -4.354 -1.416 1.585 0.82 0.03 -0.38
Cl -4.721 -2.550 2.886 -0.25 0.03 0.07
Cl -5.559 -0.170 1.273 -0.24 -0.24 0.23
H -3.410 -0.938 1.833 -0.13 0.20 0.16
H -4.166 -1.981 0.679 -0.31 -0.04 -0.01
C 1.068 -4.762 2.285 -0.44 -0.17 0.51
Cl 2.709 -4.892 2.910 0.15 0.18 -0.33
Cl 0.513 -6.302 1.571 0.10 0.30 0.09
H 0.457 -4.525 3.151 -0.21 -0.21 -0.08
H 0.929 -3.974 1.553 0.49 0.01 -0.19
C -1.772 2.814 0.978 -0.37 -0.55 0.76
Cl -3.552 2.616 0.975 0.44 -0.03 -0.07
Cl -1.332 4.482 1.295 0.22 0.21 -0.23
H -1.385 2.230 1.806 -0.06 -0.03 0.07
H -1.362 2.391 0.069 0.01 0.40 -0.38
C 4.523 1.384 -2.339 -0.20 0.29 -0.25
Cl 3.044 2.358 -2.605 0.79 0.20 -0.18
Cl 5.570 2.162 -1.161 0.08 -0.10 0.19
H 4.239 0.393 -2.010 -0.07 -0.05 0.15
H 5.044 1.339 -3.286 0.04 0.01 -0.04
```
Forces are in eV/Å.

Mulliken population analysis, charges in e, atoms 1 to 8: 0.19 0.56 -0.55 -0.44 -0.47 0.22 -0.32 -0.39

---

Formula: C27H64ClFN11O5
Source: the Open Molecules 2025 dataset
Level of theory: wB97M-V/def2-TZVPD

The total charge is +1. The highest occupied orbital energy is -0.4031 Eh. The total energy comes out at -70905.8426 eV. The calculation puts the HOMO-LUMO gap at 0.295 Eh.

```
109
Properties=species:S:1:pos:R:3:forces:R:3
C -1.309 1.053 -1.282 -0.45 0.14 -0.02
C -2.590 1.893 -1.394 0.12 -0.11 0.26
C -3.885 1.083 -1.469 0.08 0.09 -0.30
C -4.321 0.623 -2.867 0.01 -0.17 0.28
C -3.252 -0.014 -3.744 -0.22 -0.19 -0.07
C -2.809 -1.386 -3.217 -0.01 0.35 0.06
C -1.377 -1.805 -3.587 -0.28 -0.21 0.23
C -1.284 -3.166 -4.296 0.13 0.45 -0.25
C -0.013 -3.952 -3.955 -0.11 -0.14 -0.20
C -0.272 -5.074 -2.959 -0.18 0.26 0.24
C -1.137 -4.545 -1.804 0.30 -0.05 -0.18
C -0.947 -5.267 -0.481 -0.30 -0.08 0.00
C -1.627 -4.587 0.724 -0.14 -0.36 -0.39
C -3.123 -4.413 0.402 0.33 -0.23 0.74
N -3.323 -2.933 0.153 -0.58 -0.39 0.27
C -2.017 -2.224 0.363 0.36 0.42 -0.52
C -1.097 -3.182 1.141 -0.43 0.12 -0.38
C 0.351 -3.003 0.681 0.21 0.11 0.38
C 1.116 -1.824 1.236 0.72 -0.49 -0.50
C 2.581 -1.900 0.872 -0.10 0.32 0.38
F 0.592 -0.659 0.643 -0.31 0.24 0.37
C -1.261 -2.886 2.642 -0.09 -0.36 0.22
Cl -0.190 -3.991 3.593 0.07 0.00 -0.15
C -2.677 -2.943 3.235 0.05 0.37 0.34
C -3.379 -1.568 3.324 0.23 -0.09 -0.23
H -0.938 0.727 -2.249 0.11 -0.09 -0.04
H -1.513 0.170 -0.672 0.18 0.10 -0.04
H -0.535 1.627 -0.781 0.16 -0.01 -0.03
H -2.524 2.581 -2.236 0.00 0.09 -0.06
H -2.640 2.504 -0.494 -0.05 0.16 0.00
H -4.700 1.686 -1.070 -0.08 0.00 0.11
H -3.786 0.226 -0.797 -0.02 -0.14 0.13
H -4.783 1.466 -3.378 0.05 0.08 -0.13
H -5.109 -0.123 -2.730 -0.22 0.06 -0.08
H -2.390 0.638 -3.867 0.03 0.12 0.04
H -3.690 -0.153 -4.733 0.16 0.06 -0.15
H -2.912 -1.348 -2.126 0.08 -0.03 0.05
H -3.529 -2.130 -3.560 -0.05 -0.13 -0.07
H -0.786 -1.850 -2.669 0.14 0.16 -0.06
H -0.915 -1.029 -4.194 0.08 0.03 -0.11
H -1.317 -2.991 -5.370 -0.11 -0.03 -0.08
H -2.177 -3.741 -4.055 0.01 -0.18 -0.07
H 0.417 -4.356 -4.868 0.16 -0.08 0.00
H 0.727 -3.277 -3.522 0.10 0.13 -0.07
H 0.676 -5.433 -2.563 0.07 -0.20 -0.04
H -0.787 -5.897 -3.452 0.08 -0.20 0.02
H -2.178 -4.613 -2.126 -0.13 0.12 0.11
H -0.905 -3.484 -1.707 -0.07 -0.19 0.11
H 0.104 -5.468 -0.291 0.13 0.13 0.08
H -1.410 -6.252 -0.571 0.05 -0.12 0.06
H -1.533 -5.277 1.560 0.02 0.08 0.19
H -3.720 -4.708 1.256 -0.24 0.14 -0.05
H -3.467 -5.004 -0.437 0.05 0.16 -0.30
H -4.019 -2.576 0.807 0.02 0.04 0.00
H -3.713 -2.796 -0.779 0.24 0.27 -0.15
H -2.192 -1.250 0.810 -0.13 -0.10 0.30
H -1.619 -1.996 -0.625 0.03 -0.21 0.08
H 0.913 -3.896 0.937 0.03 -0.09 0.10
H 0.391 -2.903 -0.401 0.03 -0.08 -0.08
H 1.057 -1.744 2.321 -0.30 0.24 0.04
H 2.729 -1.864 -0.203 0.03 -0.06 -0.12
H 3.016 -2.797 1.301 0.08 -0.17 -0.15
H 3.089 -1.067 1.352 0.20 0.09 -0.18
H -0.868 -1.895 2.853 0.04 0.09 -0.08
H -2.572 -3.314 4.249 0.01 -0.10 0.06
H -3.304 -3.673 2.740 0.00 -0.15 -0.03
H -2.763 -0.769 2.917 0.05 0.08 -0.05
H -3.561 -1.308 4.361 -0.17 0.03 0.06
H -4.333 -1.542 2.799 -0.15 0.02 0.04
C 3.894 -2.285 4.979 -0.19 0.07 -0.01
O 5.040 -2.123 5.337 0.08 0.00 -0.01
N 3.580 -3.071 3.890 -0.06 0.03 -0.10
N 2.825 -1.698 5.600 0.15 0.19 -0.09
H 2.643 -3.220 3.562 0.02 -0.09 0.18
H 4.347 -3.501 3.410 0.02 -0.04 0.05
H 3.010 -1.119 6.408 -0.07 0.00 0.21
H 1.878 -1.823 5.299 -0.01 -0.13 0.05
C 2.615 2.972 1.507 -0.06 -0.06 -0.14
O 3.157 3.889 2.094 0.00 0.05 0.04
N 2.342 1.773 2.113 0.01 -0.09 0.21
N 2.230 3.061 0.199 -0.08 0.04 -0.07
H 1.904 0.994 1.661 -0.07 0.07 -0.17
H 2.619 1.678 3.071 0.04 0.02 0.01
H 2.426 3.917 -0.286 0.09 -0.01 -0.07
H 1.788 2.315 -0.304 0.04 -0.06 0.05
C 3.008 6.659 -2.315 0.40 0.07 0.08
O 1.860 6.795 -2.719 -0.17 0.07 -0.01
N 3.270 6.260 -1.028 -0.10 -0.28 -0.03
N 4.093 6.904 -3.092 -0.15 -0.21 -0.04
H 4.192 6.142 -0.653 0.01 0.05 0.01
H 2.481 6.114 -0.427 0.00 0.21 0.10
H 3.937 7.196 -4.048 0.07 0.27 -0.03
H 5.033 6.833 -2.755 0.00 0.02 0.03
C 2.687 9.383 -5.509 -0.28 0.03 -0.05
O 3.740 8.760 -5.516 0.04 -0.20 0.10
N 2.314 10.161 -6.570 0.05 0.02 0.00
N 1.808 9.344 -4.471 0.23 0.15 -0.02
H 1.459 10.683 -6.599 -0.01 0.00 0.02
H 2.941 10.206 -7.350 0.03 0.01 0.00
H 2.001 8.712 -3.712 -0.16 -0.22 0.03
H 0.939 9.841 -4.472 -0.02 -0.01 -0.06
C 2.508 1.488 7.755 0.19 0.21 0.01
O 2.795 0.345 8.074 -0.12 -0.20 -0.20
N 1.900 2.353 8.617 -0.08 -0.07 -0.05
N 2.794 1.992 6.514 -0.22 -0.09 -0.04
H 1.674 3.300 8.384 0.04 0.02 -0.01
H 1.696 2.013 9.538 0.02 -0.01 0.02
H 3.291 1.392 5.883 0.13 0.01 0.03
H 2.597 2.935 6.238 0.06 0.04 0.03
```
Forces are in eV/Å.

Mulliken population analysis, charges in e, atoms 1 to 8: -0.20 -0.96 0.12 -1.15 -0.85 0.47 -0.27 -1.08

---

> Among the records above, which one has the highest HOMO-LUMO gap?

C27H64Cl10O13

---

> Among the records above, which one has the highest HOMO-LUMO gap?

C27H64Cl10O13

---

> Number 2 is which compound?

C27H64ClFN11O5